DFT (ωB97M-V with the def2-TZVPD basis set) results for a structure of composition C20H54AsF6O19S7.

```
107
Properties=species:S:1:pos:R:3
As 19.042 -15.712 1.987
F 17.894 -14.446 2.351
F 18.198 -16.649 3.262
F 20.055 -17.206 1.660
F 19.980 -14.750 0.742
F 20.119 -15.002 3.201
F 17.805 -16.282 0.780
O 14.727 -21.252 7.884
S 16.103 -21.430 8.487
O 16.654 -22.765 8.619
O 17.022 -20.424 7.643
C 16.637 -19.073 7.512
C 17.361 -18.649 6.225
C 16.100 -20.631 10.240
H 16.967 -18.447 8.341
H 15.567 -18.896 7.406
H 17.039 -19.268 5.388
H 18.445 -18.723 6.319
H 17.220 -17.617 5.903
H 17.082 -20.801 10.680
H 15.380 -21.183 10.844
H 15.819 -19.578 10.203
O 18.114 -15.305 7.368
S 19.443 -14.651 7.515
O 19.677 -13.926 8.800
O 20.656 -15.714 7.305
C 20.679 -16.546 6.131
C 22.082 -16.965 5.743
C 19.932 -13.523 6.066
H 20.613 -15.886 5.266
H 19.944 -17.351 6.145
H 22.716 -17.288 6.569
H 22.708 -16.177 5.326
H 22.090 -17.727 4.964
H 19.580 -12.497 6.173
H 19.529 -13.875 5.116
H 21.015 -13.414 6.124
O 14.964 -20.815 4.151
S 15.454 -20.292 2.888
O 16.822 -20.640 2.483
O 14.422 -20.746 1.555
C 13.189 -21.296 1.716
C 12.066 -20.312 1.483
C 15.307 -18.448 2.727
H 13.088 -21.660 2.739
H 12.984 -22.025 0.932
H 12.051 -19.536 2.249
H 11.043 -20.667 1.607
H 12.189 -19.948 0.463
H 16.076 -18.051 3.389
H 14.328 -18.079 3.029
H 15.599 -18.312 1.685
O 17.460 -17.968 -4.548
S 17.226 -17.973 -3.079
O 16.094 -18.689 -2.456
O 18.683 -18.544 -2.409
C 18.892 -18.499 -0.963
C 19.447 -19.787 -0.402
C 17.356 -16.160 -2.620
H 17.982 -18.222 -0.432
H 19.661 -17.732 -0.868
H 19.227 -20.759 -0.843
H 19.389 -19.678 0.681
H 20.480 -19.644 -0.721
H 17.010 -16.104 -1.588
H 16.662 -15.660 -3.296
H 18.411 -15.884 -2.632
O 27.045 -17.056 4.251
S 25.966 -18.009 4.429
O 24.924 -18.075 5.451
O 25.220 -17.964 2.940
C 24.099 -18.719 2.608
C 23.462 -18.055 1.357
C 26.779 -19.699 4.191
H 23.255 -18.666 3.295
H 24.358 -19.777 2.555
H 24.039 -18.553 0.578
H 23.647 -16.992 1.204
H 22.406 -18.290 1.220
H 27.522 -19.646 3.394
H 25.999 -20.441 4.022
H 27.318 -20.037 5.075
O 19.739 -10.707 4.189
S 19.656 -9.928 2.899
O 19.826 -8.446 2.880
O 20.679 -10.663 1.720
C 20.810 -12.019 1.592
C 22.246 -12.362 0.974
C 17.925 -10.294 2.144
H 20.080 -12.244 0.814
H 20.570 -12.638 2.457
H 23.095 -12.378 1.656
H 22.519 -11.606 0.237
H 22.248 -13.320 0.455
H 17.632 -11.222 2.635
H 18.150 -10.369 1.080
H 17.425 -9.397 2.511
C 15.729 -13.516 5.043
S 14.394 -14.420 4.100
O 13.248 -13.987 5.037
C 14.474 -13.214 2.701
H 15.515 -12.447 5.072
H 16.756 -13.583 4.685
H 15.858 -13.735 6.103
H 14.222 -13.754 1.789
H 15.486 -12.834 2.565
H 13.832 -12.360 2.920
```

Its spin multiplicity is 1. As for the HOMO-LUMO gap: 9.27 eV. For the electronic energy, the calculation gives -213505.97824 eV. The calculation puts the molar mass at 1012.01 Da. The value obtained for the LUMO energy is 1.9 eV. For the energy above the lowest of the compared OMol25 structures with the same formula, charge and spin, the calculation gives 113.90 kcal per mole. Its charge is -1. For the largest force on an atom, the calculation gives 0.1077 Eh/bohr.